Entry w
ORCA calculation (ωB97M-V/def2-TZVPD) on a 2-piece molecular cluster, C3H10N overall.

```
! RIJCOSX wB97M-V def2-TZVPD def2/J DEFGRID3
* xyz 1 1
C 0.576 1.082 -1.208
H 0.956 -0.365 -0.932
H 1.072 2.024 -0.957
H 0.330 0.988 -2.257
H 1.581 0.450 -1.103
C 0.178 -0.370 0.507
C -0.484 0.709 -0.285
N -0.627 -1.361 1.293
H 1.098 -0.167 1.023
H -1.412 0.356 -0.748
H -0.870 1.611 0.233
H -0.337 -1.422 2.280
H -0.419 -2.278 0.880
H -1.642 -1.258 1.273
*
```

* Kohn-Sham gap: 9.50 eV
* LUMO energy: -3.52 eV

Entry x
ORCA calculation (ωB97M-V/def2-TZVPD) on an isolated ion of composition C3H10N and charge +1.

```
! RIJCOSX wB97M-V def2-TZVPD def2/J DEFGRID3
* xyz 1 1
C 0.672 0.327 -0.089
C -0.673 -0.142 -0.193
C -0.818 -1.375 -1.136
N 0.901 1.127 1.260
H 0.813 1.134 -0.757
H 1.530 -0.350 -0.083
H -1.150 -0.318 0.891
H -1.233 0.697 -0.725
H -0.150 -2.206 -0.781
H -0.861 -1.067 -2.187
H -1.859 -1.749 -0.969
H 1.946 1.449 1.434
H 0.600 0.496 2.045
H 0.283 1.977 1.291
*
```

* Kohn-Sham gap: 12.16 eV
* SMILES: CCC[NH3+]
* LUMO energy: -3.94 eV

Q: Which of them is the most stable? A: entry x.

Entry w
ORCA calculation (ωB97M-V/def2-TZVPD) on C43H51BN8O6SY as an isolated structure.

```
! RIJCOSX wB97M-V def2-TZVPD def2/J DEFGRID3
* xyz 1 1
Y 1.151 0.079 0.335
O -1.941 1.959 7.454
C -1.363 0.735 7.454
O -1.547 -0.026 8.357
C -0.561 0.377 6.232
C -0.874 0.907 5.019
C -0.129 0.571 3.790
C 0.881 -0.489 4.000
C 1.175 -0.964 5.284
C 0.502 -0.544 6.403
N 1.470 -0.955 2.837
C 2.163 -2.044 2.832
C 2.776 -2.550 1.617
C 3.539 -3.713 1.652
C 4.109 -4.183 0.483
C 3.906 -3.480 -0.694
C 3.138 -2.331 -0.654
N 2.568 -1.870 0.471
H -1.615 2.462 6.699
H -1.717 1.577 4.881
H 0.104 1.997 2.217
H 1.986 -1.669 5.413
H 0.741 -0.908 7.390
H 2.292 -2.656 3.720
H 3.679 -4.229 2.592
H 4.705 -5.086 0.495
H 4.332 -3.801 -1.633
H 2.958 -1.757 -1.551
C 2.209 2.319 4.774
C 1.669 2.294 3.388
N 0.474 1.780 3.130
O -1.037 0.228 2.691
C 2.380 2.860 2.312
C 3.447 3.895 2.445
N 2.102 2.290 1.123
O 2.654 2.736 0.096
H 1.800 1.529 5.398
H 1.939 3.279 5.226
H 3.295 2.256 4.757
H -1.596 -0.489 3.012
H 3.237 4.582 3.264
H 3.515 4.458 1.517
H 4.427 3.445 2.622
C -5.861 2.580 0.429
C -4.666 3.276 1.086
C -4.735 3.074 2.609
C -4.734 4.774 0.770
C -3.346 2.679 0.622
C -2.158 3.406 0.660
C -0.964 2.791 0.340
N -0.865 1.504 -0.011
C -2.013 0.820 -0.131
C -3.246 1.360 0.187
C -1.891 -0.576 -0.619
C -2.873 -1.159 -1.395
C -2.725 -2.467 -1.856
C -1.563 -3.131 -1.476
C -0.612 -2.476 -0.723
N -0.756 -1.219 -0.294
C -3.730 -3.106 -2.802
C -5.127 -2.501 -2.637
C -3.225 -2.843 -4.230
C -3.819 -4.619 -2.565
H -6.781 3.083 0.727
H -5.956 1.538 0.738
H -5.798 2.616 -0.660
H -5.668 3.489 2.996
H -3.906 3.579 3.109
H -4.698 2.015 2.872
H -5.726 5.151 1.019
H -4.556 4.972 -0.289
H -4.018 5.353 1.354
H -2.142 4.447 0.944
H -0.039 3.356 0.354
H -4.123 0.736 0.108
H -3.740 -0.575 -1.663
H -1.370 -4.147 -1.785
H 0.312 -2.975 -0.457
H -5.159 -1.450 -2.926
H -5.487 -2.592 -1.610
H -5.828 -3.029 -3.283
H -3.214 -1.776 -4.457
H -3.882 -3.339 -4.948
H -2.211 -3.224 -4.368
H -4.021 -4.855 -1.519
H -2.907 -5.136 -2.866
H -4.630 -5.031 -3.165
O 3.794 0.490 -1.723
B 2.397 0.719 -1.660
O 2.013 1.417 -2.823
C 3.143 1.578 -3.576
C 3.276 2.161 -4.817
C 4.554 2.168 -5.375
C 5.641 1.616 -4.703
C 5.494 1.029 -3.446
C 4.225 1.023 -2.912
H 2.424 2.588 -5.328
H 4.705 2.619 -6.347
H 6.620 1.649 -5.163
H 6.333 0.602 -2.914
C 3.564 -1.316 -5.836
N 3.201 -2.674 -5.457
C 2.249 -2.970 -4.563
N 2.083 -4.293 -4.291
S 1.345 -1.784 -3.797
H 4.200 -1.372 -6.716
H 4.095 -0.802 -5.034
H 2.667 -0.747 -6.070
H 3.775 -3.422 -5.810
H 2.436 -4.993 -4.924
H 1.273 -4.532 -3.750
*
```

* Kohn-Sham gap: 5.83 eV
* LUMO energy: -3.10 eV

Entry x
ORCA calculation (ωB97M-V/def2-TZVPD) on C43H51BN8O6SY as an isolated structure.

```
! RIJCOSX wB97M-V def2-TZVPD def2/J DEFGRID3
* xyz 1 1
Y -0.185 0.181 0.011
O 2.869 6.254 -2.923
C 3.806 5.370 -2.533
O 4.968 5.563 -2.746
C 3.306 4.159 -1.804
C 4.092 2.957 -1.934
C 3.751 1.843 -1.278
C 2.484 1.744 -0.574
C 1.695 3.066 -0.301
C 2.282 4.238 -0.937
N 2.213 0.614 0.244
C 3.054 -0.192 0.730
C 2.529 -1.373 1.436
C 3.381 -2.255 2.072
C 2.843 -3.326 2.774
C 1.469 -3.458 2.818
C 0.685 -2.528 2.146
N 1.189 -1.512 1.451
H 1.991 5.862 -2.835
H 5.006 3.020 -2.510
H 4.383 0.964 -1.304
H -0.167 2.791 0.727
H 1.836 5.202 -0.731
H 4.134 -0.056 0.670
H 4.450 -2.094 2.027
H 3.487 -4.030 3.282
H 0.996 -4.261 3.365
H -0.396 -2.581 2.204
C 2.466 3.055 2.944
C 1.315 2.534 2.152
N 0.682 1.456 2.368
O 1.106 0.743 3.473
C 0.802 3.266 0.936
C 0.503 4.726 1.282
N 1.162 2.024 -1.253
O 1.156 2.294 -2.566
H 2.962 2.250 3.483
H 2.122 3.788 3.677
H 3.176 3.555 2.283
H 0.424 0.059 3.562
H -0.159 4.756 2.147
H -0.003 5.231 0.459
H 1.409 5.283 1.523
C -3.840 2.219 -5.952
C -4.151 3.028 -4.684
C -3.850 4.502 -4.955
C -5.639 2.884 -4.331
C -3.321 2.484 -3.532
C -2.426 3.248 -2.799
C -1.690 2.653 -1.795
N -1.799 1.376 -1.437
C -2.699 0.627 -2.110
C -3.436 1.145 -3.157
C -2.876 -0.785 -1.663
C -3.941 -1.562 -2.104
C -4.096 -2.873 -1.677
C -3.135 -3.351 -0.786
C -2.123 -2.519 -0.373
N -1.980 -1.256 -0.788
C -5.246 -3.762 -2.126
C -6.062 -4.171 -0.891
C -4.667 -5.013 -2.804
C -6.173 -3.053 -3.114
H -4.412 2.620 -6.789
H -4.108 1.167 -5.839
H -2.779 2.276 -6.200
H -4.458 4.848 -5.790
H -2.802 4.655 -5.221
H -4.088 5.127 -4.092
H -6.251 3.261 -5.152
H -5.884 3.452 -3.433
H -5.916 1.842 -4.161
H -2.265 4.295 -3.008
H -0.961 3.244 -1.259
H -4.109 0.500 -3.701
H -4.665 -1.131 -2.775
H -3.178 -4.359 -0.400
H -1.381 -2.876 0.331
H -5.455 -4.718 -0.169
H -6.888 -4.817 -1.194
H -6.478 -3.294 -0.392
H -4.043 -5.591 -2.122
H -4.064 -4.742 -3.672
H -5.480 -5.657 -3.140
H -6.640 -2.172 -2.669
H -6.971 -3.735 -3.408
H -5.643 -2.754 -4.021
O -2.732 1.130 2.338
B -1.831 0.100 1.976
O -1.848 -0.849 3.046
C -2.737 -0.390 3.992
C -3.097 -0.957 5.194
C -4.029 -0.261 5.962
C -4.565 0.946 5.527
C -4.192 1.508 4.307
C -3.269 0.812 3.558
H -2.677 -1.898 5.523
H -4.341 -0.669 6.914
H -5.287 1.459 6.148
H -4.605 2.446 3.961
C 4.109 -1.874 -4.134
N 2.977 -2.047 -3.244
C 2.085 -1.081 -2.963
N 2.298 0.142 -3.392
S 0.678 -1.542 -2.078
H 4.695 -2.789 -4.133
H 4.755 -1.066 -3.786
H 3.794 -1.663 -5.159
H 2.691 -2.978 -2.993
H 3.131 0.329 -3.930
H 1.710 1.010 -3.112
*
```

* Kohn-Sham gap: 6.69 eV
* LUMO energy: -3.16 eV

Q: Which of them is the most stable? A: entry w.

Entry w
ORCA calculation (ωB97M-V/def2-TZVPD) on one molecule with the formula C5H3NO.

```
! RIJCOSX wB97M-V def2-TZVPD def2/J DEFGRID3
* xyz 0 1
C 2.623 0.708 0.249
C 1.404 0.461 0.236
C 0.044 0.111 0.122
C -1.030 0.934 0.003
O -2.143 0.218 -0.072
N -1.832 -1.130 -0.047
C -0.539 -1.192 0.078
H 2.631 0.032 -0.659
H -1.120 2.011 -0.015
H -0.038 -2.153 0.106
*
```

* Kohn-Sham gap: 10.16 eV
* SMILES: C#Cc1cnoc1
* LUMO energy: 0.17 eV

Entry x
ORCA calculation (ωB97M-V/def2-TZVPD) on one molecule with the formula C5H3NO.

```
! RIJCOSX wB97M-V def2-TZVPD def2/J DEFGRID3
* xyz 0 1
N 3.024 -0.746 -0.156
C 1.988 -0.236 -0.071
C 0.601 0.074 -0.013
C 0.047 1.248 0.369
O -1.299 1.128 0.412
C -1.617 -0.255 -0.049
C -0.458 -0.921 -0.274
H 0.669 2.151 0.507
H -2.693 -0.473 -0.154
H -0.261 -1.970 -0.571
*
```

* Kohn-Sham gap: 10.44 eV
* SMILES: N#Cc1ccoc1
* LUMO energy: 0.77 eV

Q: Which of them is the most stable? A: entry x.

Entry w
ORCA calculation (ωB97M-V/def2-TZVPD) on one molecule with the formula C5H3NO.

```
! RIJCOSX wB97M-V def2-TZVPD def2/J DEFGRID3
* xyz 0 1
C 0.592 0.658 1.526
C 0.203 -0.061 0.368
C -0.607 -1.206 0.034
C -1.031 -1.048 -1.278
C 0.346 0.610 -0.752
H -1.164 -1.964 0.639
H -1.745 -1.427 -1.992
H 0.989 1.438 -0.971
N 1.058 1.064 2.475
O -0.313 0.098 -1.799
*
```

* Kohn-Sham gap: 10.46 eV
* SMILES: N#Cc1ccoc1
* LUMO energy: 0.78 eV

Entry x
ORCA calculation (ωB97M-V/def2-TZVPD) on one molecule with the formula C5H3NO.

```
! RIJCOSX wB97M-V def2-TZVPD def2/J DEFGRID3
* xyz 0 1
N 3.337 0.192 -0.640
C 2.357 0.588 -0.166
C 0.263 -0.154 0.320
C 1.145 0.778 0.570
O -2.042 1.016 -0.207
C -1.946 -0.174 -0.402
C -0.701 -0.932 -0.091
H 1.067 1.485 1.391
H -2.814 -0.780 -0.704
H -0.665 -2.018 -0.071
*
```

* Kohn-Sham gap: 9.49 eV
* SMILES: N#CC=C=CC=O
* LUMO energy: -0.68 eV

Q: Which of them is the most stable? A: entry w.

Entry w
ORCA calculation (ωB97M-V/def2-TZVPD) on one molecule with the formula C5H3NO.

```
! RIJCOSX wB97M-V def2-TZVPD def2/J DEFGRID3
* xyz 0 1
N -3.441 0.730 0.392
C -2.376 0.406 0.711
C -0.011 0.327 0.372
C -1.044 0.089 1.139
O 1.160 -1.825 -0.968
C 1.598 -0.708 -1.099
C 1.033 0.484 -0.398
H -0.908 -0.323 2.136
H 2.486 -0.505 -1.725
H 1.524 1.450 -0.498
*
```

* Kohn-Sham gap: 9.97 eV
* SMILES: N#CC=C=CC=O
* LUMO energy: -0.49 eV

Entry x
ORCA calculation (ωB97M-V/def2-TZVPD) on C5H3NO as an isolated structure.

```
! RIJCOSX wB97M-V def2-TZVPD def2/J DEFGRID3
* xyz 0 1
N 3.274 0.377 -0.516
C 2.184 0.334 -0.090
C 0.390 -0.266 0.166
C 0.798 0.876 0.558
O -1.773 1.016 -0.197
C -1.822 -0.188 -0.330
C -0.642 -0.976 -0.159
H 0.981 1.476 1.403
H -2.757 -0.723 -0.536
H -0.592 -2.008 -0.253
*
```

* Kohn-Sham gap (spin up / spin down): 8.45 / 8.45 eV
* LUMO energy (spin up / spin down): -1.07 / -1.07 eV

Entry y
ORCA calculation (ωB97M-V/def2-TZVPD) on one molecule with the formula C5H3NO.

```
! RIJCOSX wB97M-V def2-TZVPD def2/J DEFGRID3
* xyz 0 1
C 2.947 -0.323 -0.025
C -0.842 0.054 0.050
C 1.681 -0.892 -0.003
C 0.572 0.044 -0.052
C -2.159 0.338 0.013
N 4.002 0.131 0.018
O -1.912 -1.019 0.009
H 1.674 -1.907 0.026
H 0.813 1.028 -0.046
H -2.989 0.871 -0.258
*
```

* Kohn-Sham gap (spin up / spin down): 7.49 / 7.28 eV
* SMILES: N#C/C=C/C1=CO1
* LUMO energy (spin up / spin down): -0.90 / -1.37 eV

Q: Which of them is the most stable? A: entry w.

Entry w
ORCA calculation (ωB97M-V/def2-TZVPD) on a 2-piece molecular cluster, C7H12N2O overall.

```
! RIJCOSX wB97M-V def2-TZVPD def2/J DEFGRID3
* xyz 0 1
C -1.796 0.215 -1.177
C -0.994 -0.491 -0.091
C -0.128 -1.624 -0.568
C 1.087 -1.550 -0.005
C 1.122 -0.419 0.999
N -0.024 0.390 0.580
C -0.576 1.233 1.624
C 2.245 -2.286 -0.420
N 3.215 -2.753 -0.854
H -1.140 0.562 -1.987
H -2.545 -0.468 -1.599
H -2.328 1.082 -0.762
H -1.709 -0.910 0.651
H -0.458 -2.370 -1.289
H 1.004 -0.817 2.027
H 2.051 0.170 0.983
H 0.207 1.895 2.015
H -1.374 1.864 1.211
H -0.991 0.641 2.461
O 1.138 2.249 -1.182
H 0.675 1.597 -0.603
H 1.320 1.789 -2.014
*
```

* Kohn-Sham gap: 9.78 eV
* SMILES: C[C@H]1C=C(C#N)CN1C.O
* LUMO energy: 0.34 eV

Entry x
ORCA calculation (ωB97M-V/def2-TZVPD) on one molecule with the formula C7H12N2O.

```
! RIJCOSX wB97M-V def2-TZVPD def2/J DEFGRID3
* xyz 0 1
C -2.002 -1.497 -0.411
C -1.012 -0.626 0.352
C 0.422 -1.058 0.240
C 1.220 -0.007 0.018
C 0.395 1.260 0.002
N -0.966 0.756 -0.137
C -1.988 1.634 0.385
C 2.683 -0.024 -0.053
N 3.552 -0.042 0.858
H -1.722 -1.557 -1.472
H -2.022 -2.512 0.010
H -3.017 -1.083 -0.339
H -1.290 -0.653 1.431
H 0.749 -2.093 0.334
H 0.543 1.821 0.949
H 0.643 1.948 -0.825
H -1.864 2.643 -0.033
H -2.984 1.271 0.095
H -1.955 1.711 1.491
O 3.408 -0.534 -1.288
H 2.753 -0.957 -1.861
H 4.453 -0.402 0.252
*
```

* Kohn-Sham gap: 9.51 eV
* SMILES: [H]/N=C(\O)C1=C[C@H](C)N(C)C1
* LUMO energy: 0.79 eV

Q: Which of them is the most stable? A: entry w.

Entry w
ORCA calculation (ωB97M-V/def2-TZVPD) on a 2-piece molecular cluster, C5H14S overall.

```
! RIJCOSX wB97M-V def2-TZVPD def2/J DEFGRID3
* xyz 0 1
C 0.630 1.941 -2.537
C 2.149 -0.124 -1.281
S 1.224 0.176 -2.745
H 0.547 2.464 -1.596
H 1.183 2.578 -3.245
H -0.284 1.833 -3.147
H 1.876 -0.452 -0.278
H 2.824 0.737 -1.222
H 2.810 -0.994 -1.374
C -0.787 -0.356 1.922
C -0.296 -1.114 0.703
C -2.288 -0.636 2.148
H -0.215 -0.587 2.815
H -0.694 0.737 1.824
H 0.749 -1.317 0.818
H -0.602 -0.655 -0.241
H -2.391 -1.642 2.576
H -2.661 0.085 2.900
H -0.817 -2.082 0.677
H -2.956 -0.590 1.281
*
```

* Kohn-Sham gap: 9.38 eV
* SMILES: CCC.CSC
* LUMO energy: 0.98 eV

Entry x
ORCA calculation (ωB97M-V/def2-TZVPD) on a 2-piece molecular cluster, C5H14S overall.

```
! RIJCOSX wB97M-V def2-TZVPD def2/J DEFGRID3
* xyz 0 1
C 0.906 1.241 -0.922
C 1.064 1.530 -2.337
C 1.677 2.307 -0.088
H 1.316 0.208 -0.639
H -0.224 1.304 -0.511
H 2.092 1.929 -2.705
H 1.011 0.543 -2.728
H 2.195 3.182 -0.556
H 2.499 1.773 0.455
H 0.260 2.151 -2.751
H 0.985 2.763 0.580
C -1.366 -1.097 -0.428
C -1.119 -0.740 2.202
S -0.518 -1.797 0.826
H -1.375 -0.050 -0.520
H -1.076 -1.590 -1.341
H -2.534 -1.329 -0.366
H -0.703 0.336 2.094
H -0.930 -1.144 3.164
H -2.186 -0.780 2.044
*
```

* Kohn-Sham gap: 9.32 eV
* SMILES: CCC.CSC
* LUMO energy: 0.97 eV

Entry y
ORCA calculation (ωB97M-V/def2-TZVPD) on a 2-piece molecular cluster, C5H14S overall.

```
! RIJCOSX wB97M-V def2-TZVPD def2/J DEFGRID3
* xyz 0 1
C 1.234 2.562 0.727
C 1.316 3.890 -0.013
C 2.502 1.735 0.882
H 0.429 1.978 0.285
H 0.845 2.747 1.724
H 0.865 4.726 0.525
H 2.351 4.234 -0.139
H 2.268 0.911 1.556
H 3.308 2.377 1.276
H 0.873 3.912 -1.004
H 2.924 1.367 -0.044
C -2.472 -1.645 -1.161
C -0.575 -1.714 0.816
S -1.065 -2.609 -0.669
H -3.329 -1.749 -0.495
H -2.343 -0.563 -1.298
H -2.841 -2.034 -2.118
H 0.235 -0.996 0.663
H -0.262 -2.405 1.598
H -1.450 -1.205 1.218
*
```

* Kohn-Sham gap: 9.47 eV
* SMILES: CCC.CSC
* LUMO energy: 0.95 eV

Q: Which of them is the most stable? A: entry y.

Entry w
ORCA calculation (ωB97M-V/def2-TZVPD) on a 2-piece molecular cluster, C5H14S overall.

```
! RIJCOSX wB97M-V def2-TZVPD def2/J DEFGRID3
* xyz 0 1
C -1.266 -1.507 0.750
C -0.626 -0.248 1.282
C 0.993 -1.339 -1.177
S -0.367 -2.391 -0.644
H -1.310 -2.263 1.496
H -2.137 -1.370 0.182
H -0.838 0.644 0.693
H 0.439 -0.346 1.109
H 0.511 -0.490 -1.660
H 1.651 -1.032 -0.367
H 1.669 -1.797 -1.891
H -0.689 -0.021 2.340
C 0.669 3.427 0.899
C 0.617 3.596 -0.626
H 0.863 4.358 1.432
H -0.317 3.121 1.247
H 1.397 2.702 1.257
H 1.253 2.910 -1.181
H 0.988 4.585 -0.899
H -0.408 3.569 -0.982
*
```

* Kohn-Sham gap: 9.18 eV
* SMILES: CCSC.CC
* LUMO energy: 0.90 eV

Entry x
ORCA calculation (ωB97M-V/def2-TZVPD) on a 2-piece molecular cluster, C5H14S overall.

```
! RIJCOSX wB97M-V def2-TZVPD def2/J DEFGRID3
* xyz 0 1
C -0.772 -1.431 -0.792
C -0.788 -1.282 0.714
C 0.240 0.945 -1.947
S 0.649 -0.792 -1.682
H -0.712 -2.498 -1.045
H -1.755 -1.236 -1.227
H -1.806 -1.430 1.087
H -0.600 -0.259 1.037
H 0.501 1.280 -2.956
H -0.822 1.166 -1.910
H 0.778 1.549 -1.221
H -0.150 -1.948 1.293
C 0.781 1.431 2.110
C -0.563 1.511 2.834
H 0.593 1.336 1.036
H 1.504 2.208 2.354
H 1.323 0.489 2.265
H -1.409 1.210 2.222
H -0.709 2.547 3.144
H -0.591 0.936 3.760
*
```

* Kohn-Sham gap: 9.51 eV
* SMILES: CCSC.CC
* LUMO energy: 0.99 eV

Q: Which of them is the most stable? A: entry x.

Entry w
ORCA calculation (ωB97M-V/def2-TZVPD) on one molecule with the formula C4H4F2.

```
! RIJCOSX wB97M-V def2-TZVPD def2/J DEFGRID3
* xyz 0 1
C -0.691 -0.412 -0.257
C 0.816 -0.657 0.005
C -1.701 0.357 0.296
C 1.723 0.275 -0.002
F -3.014 0.175 -0.203
F 1.465 1.622 -0.259
H -0.818 -1.061 -1.068
H 1.144 -1.635 0.239
H -1.744 1.054 1.161
H 2.821 0.281 0.087
*
```

* Kohn-Sham gap: 10.60 eV
* SMILES: F/C=C\C=C\F
* LUMO energy: 0.96 eV

Entry x
ORCA calculation (ωB97M-V/def2-TZVPD) on one molecule with the formula C4H4F2.

```
! RIJCOSX wB97M-V def2-TZVPD def2/J DEFGRID3
* xyz 0 1
C -0.039 1.357 -1.089
C -0.127 0.738 0.156
C 0.131 -0.735 0.085
C 0.318 -1.433 1.185
H -0.227 1.583 0.965
H -0.216 -1.334 -0.885
H 0.316 -0.730 2.061
H 0.159 -2.541 1.045
F -0.567 2.437 -1.361
F 0.252 0.657 -2.162
*
```

* Kohn-Sham gap: 9.57 eV
* SMILES: C=CC=C(F)F
* LUMO energy: 0.93 eV

Q: Which of them is the most stable? A: entry w.